[1]
{
  "formula": "C26H36N4RhS6",
  "method": "ωB97M-V/def2-TZVPD",
  "total_energy_ev": -101504.044,
  "molar_mass_g_mol": 699.91,
  "e_homo_ev": [-15.9, -15.8],
  "total_charge": 3,
  "species": ["H", "S", "H", "H", "H", "H", "C", "H", "N", "S", "H", "S", "C", "C", "N", "C", "H", "C", "H", "H", "C", "S", "H", "C", "H", "H", "C", "H", "H", "H", "C", "H", "C", "C", "H", "H", "C", "H", "H", "H", "H", "H", "H", "H", "C", "C", "H", "H", "C", "C", "N", "H", "C", "C", "H", "C", "H", "S", "C", "H", "C", "C", "C", "N", "C", "Rh", "H", "H", "C", "H", "H", "C", "S"],
  "positions_angstrom": [[-3.703, 2.148, -8.483], [-0.235, -2.097, -1.791], [-1.847, 3.409, -3.058], [-2.974, -4.861, -3.872], [-2.903, -1.421, -2.383], [2.680, 2.117, -5.748], [0.494, -2.211, 2.071], [-3.369, -2.623, -3.528], [-2.650, -2.200, -2.963], [-0.975, 1.697, 1.475], [-1.196, -0.682, 3.442], [-0.935, 1.459, -1.712], [-2.722, 3.722, -7.415], [-3.207, 2.434, -7.565], [0.026, 2.791, -3.778], [5.424, 1.639, -5.380], [1.043, -2.753, 1.298], [0.152, 1.871, 2.902], [3.567, -0.119, -4.952], [-3.449, 0.506, -6.656], [6.428, 2.591, -5.505], [1.899, 0.076, 1.634], [0.673, 3.630, -5.584], [1.812, 1.881, -5.136], [5.229, 0.951, -6.196], [-1.603, -5.379, -4.853], [-2.101, -4.514, -4.427], [-2.754, 1.212, 2.978], [1.150, 1.217, -5.697], [3.773, -0.132, -3.199], [6.688, 3.464, -4.462], [7.012, 2.642, -6.415], [-2.418, 1.874, -5.364], [4.952, 2.436, -3.157], [-2.676, -1.345, 2.763], [1.797, 3.831, -4.226], [3.615, 0.509, -4.062], [-0.239, -4.223, -3.417], [-2.415, -3.863, -5.244], [0.080, -2.948, 2.763], [-1.705, 5.102, -6.122], [2.237, 1.633, 3.410], [2.275, -1.708, 3.154], [-0.192, 1.208, 3.694], [-1.822, -0.700, 2.554], [0.228, 1.890, -2.869], [-2.311, 1.154, -4.557], [7.468, 4.208, -4.563], [1.112, 3.137, -4.720], [1.562, 1.164, -2.856], [2.283, 1.166, -3.929], [0.044, 2.895, 3.259], [-2.297, 0.670, 2.148], [-1.442, -2.752, -2.835], [-2.850, 4.446, -8.208], [-1.229, 3.570, -3.936], [-0.943, 4.622, -3.970], [-0.900, -1.470, 1.184], [1.598, 1.623, 2.525], [-3.033, 0.618, 1.344], [-3.056, 1.508, -6.538], [-1.929, 3.169, -5.211], [5.951, 3.387, -3.286], [-1.158, -3.830, -3.544], [1.372, -1.214, 2.792], [0.214, 0.308, -0.035], [0.883, -0.752, 3.647], [4.387, 2.368, -2.231], [-2.076, 4.089, -6.240], [6.166, 4.062, -2.468], [1.965, 2.389, 1.841], [4.689, 1.556, -4.204], [2.043, 0.352, -1.428]]
}

[2]
{
  "formula": "C26H36O7S",
  "method": "ωB97M-V/def2-TZVPD",
  "s_squared": 0.75,
  "multiplicity": 2,
  "total_energy_ev": -52710.900,
  "molar_mass_g_mol": 492.63,
  "e_homo_ev": [0.5, -6.2],
  "total_charge": -1,
  "species": ["C", "C", "H", "H", "H", "H", "C", "H", "C", "H", "C", "H", "H", "C", "C", "H", "C", "S", "C", "C", "C", "H", "O", "C", "O", "C", "H", "H", "C", "C", "C", "H", "H", "H", "H", "C", "H", "H", "H", "O", "O", "H", "H", "H", "O", "C", "H", "H", "C", "H", "O", "C", "H", "H", "H", "H", "C", "H", "H", "H", "C", "O", "H", "H", "H", "C", "C", "C", "C", "H"],
  "positions_angstrom": [[2.295, -2.725, -2.534], [-0.332, 0.520, -1.239], [-3.254, -1.099, 0.994], [-1.405, -3.166, 1.810], [1.990, -0.490, 0.855], [0.433, 3.516, 0.055], [-3.890, 0.215, -3.718], [-0.614, -0.058, -2.119], [-3.112, 1.381, -3.543], [-5.730, 0.421, -0.877], [-3.954, -1.750, 1.517], [-2.318, 1.598, -4.242], [0.226, -2.446, -3.081], [-3.286, -2.436, 2.664], [2.676, -3.184, -0.187], [3.353, -3.454, 0.610], [0.889, -2.653, -2.254], [3.645, 0.623, 3.850], [3.308, 4.737, -0.991], [1.374, -3.019, 0.103], [-3.973, -2.967, 0.530], [-3.456, -0.370, -4.516], [-3.218, -3.919, 0.992], [-4.359, 1.921, -1.542], [3.401, 1.525, 2.639], [1.282, 0.302, 0.609], [-5.147, -1.172, -2.789], [-4.548, 2.434, -0.610], [-5.078, 0.715, -1.685], [4.536, -0.805, 3.124], [2.061, -0.130, 4.354], [1.668, -0.852, 3.639], [-2.695, -1.711, 3.225], [2.675, 4.622, 1.022], [4.470, -1.671, 3.783], [-0.164, -0.014, 0.983], [1.906, -0.171, -1.287], [2.722, -2.682, -3.525], [3.536, 5.779, -0.767], [2.677, 4.870, -3.422], [1.086, 4.267, -1.883], [-0.594, -2.846, -0.740], [1.003, -3.069, 1.116], [2.201, -0.779, 5.218], [-0.953, -0.047, -0.092], [1.046, 4.289, -0.409], [-0.681, 1.545, -1.363], [4.209, 4.160, -1.197], [1.232, 0.568, -0.855], [1.744, 1.471, -1.187], [-4.494, -3.033, -0.554], [2.333, 4.631, -2.231], [0.719, 5.310, -0.214], [5.611, -0.627, 3.097], [-3.929, -2.860, 3.434], [-4.936, -1.297, 1.659], [2.485, 4.125, 0.071], [1.632, 1.161, 1.180], [-2.835, 3.182, -2.337], [-2.151, -4.399, 2.769], [3.136, -3.077, -1.499], [-0.719, -0.023, 2.074], [1.402, 0.717, 4.542], [3.966, -1.099, 2.243], [2.737, 3.092, 0.309], [0.463, -2.918, -0.951], [-2.376, -3.561, 2.109], [-3.338, 2.232, -2.433], [-4.792, -0.154, -2.737], [4.206, -3.197, -1.572]]
}

[3]
{
  "formula": "C26H37BO6SV",
  "method": "ωB97M-V/def2-TZVPD",
  "s_squared": 2.04,
  "multiplicity": 3,
  "total_energy_ev": -77043.226,
  "molar_mass_g_mol": 539.40,
  "de_lowest_kcal_mol": 16.4,
  "e_homo_ev": [-11.2, -11.3],
  "total_charge": 1,
  "species": ["H", "C", "O", "H", "H", "H", "C", "C", "H", "S", "C", "C", "H", "H", "C", "H", "C", "H", "H", "C", "C", "H", "H", "H", "H", "O", "H", "H", "O", "H", "C", "H", "C", "C", "O", "H", "C", "H", "C", "C", "O", "O", "H", "C", "C", "H", "H", "H", "H", "H", "H", "H", "C", "C", "C", "C", "V", "H", "H", "C", "H", "H", "C", "C", "H", "B", "H", "H", "C", "H", "C", "H"],
  "positions_angstrom": [[-1.953, -3.532, 1.077], [-5.472, -0.126, -0.049], [0.149, -0.719, 1.530], [1.645, 3.225, -2.446], [-4.283, 1.598, 0.526], [-3.775, -5.324, -0.645], [-1.961, 4.522, -1.487], [-3.547, -4.372, -0.163], [-2.155, -5.258, 1.236], [-3.240, -1.660, -0.642], [3.535, -5.153, 0.187], [0.294, 3.430, -0.804], [-5.110, -1.100, -1.988], [0.552, 4.601, -2.613], [-1.421, 4.287, 0.937], [4.223, -2.389, 2.017], [4.134, -4.341, 1.142], [-0.982, 3.652, 1.706], [1.442, -2.886, -1.200], [2.782, -2.482, 0.430], [-3.611, -3.318, -1.264], [4.898, -4.744, 1.794], [-1.384, -4.612, -0.207], [-3.001, 4.632, -1.178], [-2.833, -3.464, -2.017], [-1.997, -1.212, -1.517], [4.246, 2.808, 2.450], [4.674, -0.979, -0.688], [0.448, 2.008, -0.477], [1.168, 4.007, 1.096], [2.180, -3.295, -0.522], [6.242, 2.623, 1.001], [-4.572, -0.575, -1.199], [1.295, 4.201, 0.033], [-1.809, 2.363, -0.427], [-4.021, 0.262, -1.634], [4.341, 1.984, 1.756], [-0.042, 2.959, -2.899], [2.326, -1.048, 0.639], [3.760, -3.014, 1.265], [1.693, -1.361, 2.995], [1.537, -0.663, -0.504], [-2.490, 4.367, 1.132], [2.560, -4.626, -0.644], [5.575, 0.812, 0.062], [-5.426, 1.055, 1.762], [-6.274, 0.449, -0.516], [2.478, 1.118, 2.341], [-1.535, 5.522, -1.578], [1.556, 0.308, -0.576], [-3.947, 0.160, 1.485], [-4.342, -4.202, 0.566], [4.579, -0.147, -0.002], [5.459, 1.879, 0.944], [-4.742, 0.720, 0.984], [3.456, -0.050, 0.817], [-0.892, -0.693, 0.030], [6.446, 0.726, -0.574], [-4.580, -3.264, -1.759], [-2.185, -4.443, 0.516], [-0.986, 5.282, 1.023], [-5.956, -0.989, 0.414], [3.340, 1.023, 1.691], [1.402, -1.069, 1.878], [2.305, 3.905, -0.249], [-0.793, 1.463, -0.343], [2.099, -5.247, -1.402], [3.833, -6.188, 0.089], [0.622, 3.565, -2.282], [1.196, 5.273, -0.141], [-1.212, 3.706, -0.452], [-1.941, 4.047, -2.466]]
}

[4]
{
  "formula": "C26H37Cl3N6OPdS",
  "method": "ωB97M-V/def2-TZVPD",
  "total_energy_ev": -90421.062,
  "molar_mass_g_mol": 694.47,
  "de_lowest_kcal_mol": 1.6,
  "e_homo_ev": -12.9,
  "total_charge": 2,
  "species": ["H", "C", "C", "C", "N", "H", "H", "H", "Cl", "C", "H", "H", "C", "N", "C", "C", "H", "H", "H", "N", "H", "H", "C", "H", "C", "C", "C", "H", "C", "H", "O", "C", "H", "H", "H", "C", "H", "Pd", "C", "N", "H", "C", "H", "H", "H", "H", "C", "N", "Cl", "H", "H", "C", "S", "H", "H", "N", "H", "H", "C", "C", "C", "H", "H", "H", "C", "C", "H", "Cl", "H", "C", "H", "C", "C", "H", "H"],
  "positions_angstrom": [[3.184, -0.636, 1.686], [-0.708, 4.537, -0.289], [2.212, 1.641, 3.191], [-3.187, -1.400, -1.440], [-2.243, -0.281, -1.451], [3.698, 1.471, 0.718], [-4.272, -7.371, -0.547], [-2.076, 0.114, 0.629], [0.295, -5.486, 0.851], [-0.178, 4.381, 2.133], [-1.230, 3.969, -1.060], [2.077, 4.590, -2.356], [-2.542, -2.649, -0.828], [1.522, 2.666, 2.355], [2.951, 2.061, -1.209], [-3.654, -5.496, 0.406], [3.771, 0.197, -0.493], [-0.195, -2.119, 0.387], [3.280, 1.679, 2.974], [-0.724, 1.114, -0.711], [2.129, -2.399, -0.517], [1.998, -0.406, 3.759], [-1.139, -2.858, -1.367], [-1.006, 4.912, 2.604], [-0.597, 1.010, -2.082], [-1.369, -5.732, 0.502], [-1.535, 0.143, -2.543], [0.505, -3.930, -4.154], [1.256, -2.614, -1.122], [2.093, 1.917, 4.240], [-2.561, -2.425, 0.565], [1.666, 0.243, 2.946], [3.174, 3.928, -0.423], [0.573, 0.263, 2.993], [2.206, 3.334, 2.006], [0.475, 3.415, 3.097], [-0.244, 2.690, 3.481], [0.520, 1.964, 0.680], [2.120, -0.395, 1.637], [-0.641, 3.651, 0.918], [0.881, 3.339, -2.105], [-0.029, -2.485, -0.619], [-1.276, -3.445, 1.838], [0.134, 1.554, -2.649], [0.906, 3.949, 3.947], [0.551, 5.126, 1.818], [0.618, 5.057, -0.844], [1.884, 0.447, 0.424], [3.040, -3.271, -3.032], [-4.069, -1.127, -0.865], [-3.476, -1.586, -2.471], [0.359, -3.519, -3.165], [-1.863, -7.201, -0.221], [1.500, -0.163, -0.298], [-4.616, -5.028, 0.561], [2.406, 3.317, -0.680], [3.912, 2.203, -1.713], [-1.338, 5.392, -0.028], [-2.414, -4.900, 0.792], [1.440, -3.119, -2.399], [3.157, 1.019, -0.116], [1.200, 5.578, -0.080], [0.333, 5.836, -1.555], [-1.593, 3.335, 1.089], [-1.731, 0.317, -0.370], [-2.282, -3.560, 1.431], [-2.995, -3.461, 2.249], [-2.260, -3.879, -3.617], [-3.171, -3.500, -1.098], [-0.916, -3.386, -2.637], [-1.757, -0.206, -3.537], [1.513, 4.059, -1.583], [-3.503, -6.715, -0.172], [1.582, -1.333, 1.506], [2.271, 1.667, -1.968]]
}